{
  "formula": "C25H36Br2GeN5Y",
  "method": "the ωB97M-V functional and the def2-TZVPD basis",
  "species": ["Y", "C", "N", "C", "C", "N", "C", "C", "C", "C", "C", "C", "N", "C", "N", "C", "C", "C", "C", "C", "C", "N", "H", "H", "H", "H", "H", "H", "H", "H", "H", "H", "H", "H", "H", "H", "H", "Br", "C", "Br", "H", "H", "C", "C", "C", "C", "Ge", "C", "C", "C", "C", "H", "H", "H", "H", "H", "H", "H", "H", "H", "H", "H", "H", "H", "H", "H", "H", "H", "H", "H"],
  "coordinates": [[-0.1699, -0.2577, -1.9843], [-0.4922, 2.7324, -3.6609], [0.5737, 1.7374, -3.3660], [1.6740, 2.3569, -2.5682], [2.5697, 1.2495, -2.1292], [2.0426, 0.1024, -1.6773], [3.1477, -0.7345, -1.3999], [3.2040, -2.0433, -0.9269], [4.4606, -2.5934, -0.7592], [5.6303, -1.8685, -1.0479], [5.5857, -0.5736, -1.5248], [4.3146, -0.0368, -1.6941], [3.8929, 1.2142, -2.1626], [-1.6481, 2.4761, -2.7551], [-1.7882, 1.3043, -2.1211], [-3.0443, 1.3771, -1.4734], [-3.7355, 0.4315, -0.7196], [-4.9761, 0.7982, -0.2307], [-5.5183, 2.0691, -0.4867], [-4.8498, 3.0069, -1.2492], [-3.6059, 2.6215, -1.7340], [-2.6792, 3.2825, -2.5493], [-0.1228, 3.7561, -3.5726], [-0.8228, 2.6090, -4.6951], [0.9771, 1.4475, -4.2555], [2.2125, 3.1229, -3.1293], [1.2261, 2.8479, -1.6996], [2.3178, -2.6330, -0.7125], [4.5562, -3.6094, -0.4005], [6.5905, -2.3429, -0.8972], [6.4876, -0.0229, -1.7550], [4.4967, 1.9633, -2.4799], [-3.3641, -0.5744, -0.5489], [-5.5603, 0.0890, 0.3404], [-6.4949, 2.3097, -0.0889], [-5.2861, 3.9737, -1.4617], [-2.7970, 4.2051, -2.9507], [-2.1558, -2.3488, -2.8776], [-1.0252, -2.8848, -4.3735], [0.6816, -1.9769, -4.2767], [-1.5332, -2.5851, -5.2834], [-0.8507, -3.9524, -4.2965], [0.0330, -2.3993, 5.5404], [0.6209, -2.3423, 4.1352], [-0.2072, -3.1436, 3.1360], [0.3174, -2.9417, 1.6716], [-0.7022, -1.4355, 1.0600], [-0.2045, 0.4669, 1.0756], [-1.1413, 0.6543, 2.2890], [-0.6901, 1.9304, 3.0872], [0.4705, 1.6851, 4.0321], [0.6911, -1.9123, 6.2576], [-0.0928, -3.4322, 5.8653], [-0.9433, -1.9114, 5.5817], [1.6416, -2.7312, 4.1335], [0.7028, -1.2948, 3.8041], [-1.2772, -2.9150, 3.2337], [-0.1418, -4.2145, 3.3390], [0.1169, -3.8017, 1.0274], [1.3874, -2.7345, 1.6572], [-2.2056, -1.6317, 1.2608], [-0.3709, 1.1973, 0.2818], [0.8614, 0.4295, 1.3141], [-1.0664, -0.1713, 3.0286], [-2.1760, 0.7348, 1.9587], [-1.5810, 2.2365, 3.6380], [-0.4714, 2.7193, 2.3648], [0.2301, 0.9156, 4.7667], [0.6904, 2.5973, 4.5853], [1.3870, 1.4001, 3.5096]],
  "forces_ev_per_angstrom": [[0.107, 0.426, -1.107], [-0.012, -0.056, -0.134], [-0.026, 0.170, 0.166], [0.038, 0.000, -0.075], [-0.052, -0.041, 0.032], [0.268, -0.116, 0.008], [-0.119, -0.029, 0.078], [0.068, -0.028, -0.022], [0.011, 0.007, -0.002], [0.017, 0.002, -0.003], [-0.066, -0.091, 0.011], [0.093, 0.161, -0.018], [-0.039, -0.049, 0.081], [0.026, -0.058, -0.043], [-0.208, 0.160, 0.212], [0.056, -0.098, -0.020], [-0.051, 0.033, 0.044], [0.000, 0.042, -0.030], [-0.017, -0.022, 0.030], [0.001, -0.065, 0.020], [-0.020, 0.100, -0.031], [-0.003, -0.041, 0.006], [-0.002, -0.001, 0.019], [-0.002, -0.005, 0.002], [-0.002, -0.032, 0.006], [-0.018, -0.031, -0.058], [0.047, 0.019, 0.012], [-0.032, 0.039, 0.003], [-0.001, -0.001, -0.003], [-0.003, -0.003, -0.001], [-0.005, 0.016, 0.002], [0.020, -0.001, 0.029], [0.037, 0.002, -0.016], [0.005, -0.001, 0.007], [-0.004, 0.004, -0.011], [0.023, 0.012, -0.010], [-0.014, 0.001, 0.006], [0.044, 0.082, 0.158], [-0.083, -0.089, -0.005], [0.064, 0.107, 0.118], [0.012, -0.031, -0.019], [-0.007, -0.003, -0.025], [0.036, 0.019, -0.043], [-0.055, -0.032, 0.040], [0.160, -0.112, -0.188], [0.171, 0.132, 0.235], [-0.464, -0.537, 1.254], [0.328, -0.508, -0.584], [0.345, 0.420, 0.083], [-0.203, -0.223, -0.020], [0.052, 0.055, -0.024], [-0.016, 0.025, -0.003], [-0.012, 0.002, 0.004], [-0.008, -0.025, 0.032], [0.001, -0.001, -0.001], [0.010, 0.014, 0.007], [0.007, 0.041, -0.023], [0.039, 0.003, 0.039], [-0.155, 0.034, -0.009], [0.008, -0.020, -0.004], [-0.065, 0.002, -0.398], [-0.303, 0.107, 0.134], [-0.020, 0.172, 0.102], [-0.059, -0.089, -0.097], [-0.005, 0.000, -0.018], [0.041, 0.026, 0.058], [-0.001, 0.023, 0.011], [-0.011, -0.004, -0.001], [0.018, -0.001, -0.011], [0.005, -0.017, 0.011]],
  "mulliken_charge": [0.66, -1.07, -0.37, -0.57, -0.03, 0.47, 0.41, -0.75, -0.90, -0.61, -1.13, 0.90, -0.06, 0.27, 0.21, 0.63, -0.30, -0.96, -0.66, -0.99, 0.73, -0.01, 0.47, 0.47, 0.32, 0.60, 0.35, 0.43, 0.48, 0.45, 0.49, 0.29, 0.26, 0.50, 0.45, 0.48, 0.28, 0.02, -0.52, -0.04, 0.46, 0.46, -1.55, -0.05, -1.07, -0.61, -0.06, -0.19, -0.96, -0.68, -1.18, 0.41, 0.41, 0.36, 0.45, 0.09, 0.35, 0.53, 0.57, 0.55, 0.24, 0.68, 0.58, 0.29, 0.47, 0.43, 0.34, 0.30, 0.42, 0.29],
  "gap_ha": 0.2018,
  "total_charge": 4,
  "relative_energy_kj_mol": 257.3,
  "mol_weight_g_mol": 727.9,
  "e_homo_ev": -19.5
}